{
  "formula": "C5H34NO14",
  "method": "ωB97M-V/def2-TZVPD",
  "charge": 1,
  "homo_ev": -13.282,
  "energy_ev": -35886.580,
  "elements": ["O", "C", "C", "N", "C", "C", "C", "O", "H", "H", "H", "H", "H", "H", "H", "H", "H", "H", "H", "H", "O", "H", "H", "O", "H", "H", "O", "H", "H", "O", "H", "H", "O", "H", "H", "O", "H", "H", "O", "H", "H", "O", "H", "H", "O", "H", "H", "O", "H", "H", "O", "H", "H", "O"],
  "coordinates": [[-1.532, -0.461, -0.283], [-1.590, 0.753, 0.293], [-0.206, 1.183, 0.785], [0.916, 0.126, 0.374], [2.021, 1.006, -0.223], [1.792, 2.438, 0.062], [0.270, 2.540, 0.226], [-2.573, 1.346, 0.607], [-2.260, -1.094, -0.396], [-0.122, 1.240, 1.883], [1.212, -0.336, 1.251], [0.600, -0.530, -0.339], [2.929, 0.440, 0.017], [2.035, 0.902, -1.346], [2.294, 2.781, 1.003], [2.176, 3.139, -0.693], [-0.302, 2.778, -0.679], [0.062, 3.351, 0.973], [1.426, 3.943, 4.230], [0.151, 3.238, 3.753], [0.813, 3.890, 3.490], [-1.054, 1.257, 4.478], [-1.785, 1.668, 3.076], [-0.977, 1.626, 3.607], [-0.593, -4.853, -0.603], [0.153, -5.553, -1.716], [-0.712, -5.175, -1.514], [0.558, 1.655, -3.681], [0.239, 0.060, -3.871], [0.751, 0.749, -3.420], [2.197, -1.228, -2.328], [1.002, -2.370, -1.957], [1.306, -1.457, -2.010], [3.822, 1.072, -4.555], [2.379, 0.474, -3.923], [3.332, 0.406, -4.085], [0.799, 0.225, 4.008], [1.946, -0.782, 3.698], [1.370, -0.130, 3.291], [-0.826, -3.001, 3.024], [0.070, -1.834, 2.656], [0.026, -2.603, 3.235], [-2.323, 1.213, -2.731], [-2.758, 0.798, -4.183], [-2.582, 1.540, -3.599], [-1.425, -0.702, 5.343], [-0.035, -1.450, 5.189], [-0.518, -0.634, 5.045], [-2.543, -3.592, -1.302], [-3.896, -2.782, -1.197], [-3.002, -2.864, -0.859], [-1.809, -1.889, -4.017], [-1.633, -1.380, -5.510], [-1.592, -1.138, -4.577]]
}